(1)
104
Properties=species:S:1:pos:R:3:forces:R:3 method="wB97M-V/def2-TZVPD" max_force_ha_per_bohr=0.036 total_charge=0 smiles="C[C@H]1COC(=O)O1.C[C@H]1COC(=O)O1.C[C@H]1COC(=O)O1.C[C@H]1COC(=O)O1.C[C@H]1COC(=O)O1.C[C@H]1COC(=O)O1.C[C@H]1COC(=O)O1.C[C@H]1COC(=O)O1" total_energy_ev=-83104.706
C 14.1486 5.1267 -23.4511 -0.306 0.142 0.132
C 14.3641 3.9824 -24.4153 0.217 0.568 0.125
C 13.7671 4.2161 -25.7972 -0.245 0.486 0.428
O 14.7720 3.7345 -26.6681 0.151 0.026 -0.539
C 15.9695 3.7959 -26.0423 -0.707 -0.896 0.649
O 17.0203 3.6403 -26.5590 0.379 0.185 -0.267
O 15.7761 3.9076 -24.6996 0.040 0.066 -0.301
H 14.6847 5.0314 -22.5074 0.051 -0.325 -0.062
H 13.0886 5.2267 -23.2066 0.004 0.006 -0.062
H 14.4880 6.0579 -23.9073 -0.046 -0.014 -0.076
H 14.0081 3.0172 -24.0510 0.302 -0.013 0.276
H 13.6082 5.2761 -26.0161 -0.028 -0.017 0.125
H 12.8198 3.6892 -25.8918 0.175 -0.173 -0.426
C 19.7043 7.9972 -18.5834 -0.907 -0.928 0.394
C 19.8465 7.4174 -17.1849 -0.017 0.540 -0.007
C 21.0150 7.9434 -16.3753 0.777 0.159 -0.733
O 20.5023 8.0721 -15.0543 0.903 -0.271 0.020
C 19.1697 8.0403 -15.1073 -1.216 -0.005 -0.139
O 18.4313 8.1852 -14.1881 0.226 0.100 0.261
O 18.7348 7.8258 -16.3706 0.053 0.015 -0.053
H 19.5005 9.0661 -18.5607 0.418 0.101 0.079
H 18.8085 7.5251 -18.9923 0.068 0.084 -0.275
H 20.5281 7.6813 -19.2178 0.142 0.261 0.029
H 19.8406 6.3253 -17.1685 0.089 0.014 -0.361
H 21.4004 8.9072 -16.7208 -0.439 0.215 0.052
H 21.8767 7.2807 -16.4767 -0.144 -0.241 0.700
C 22.6348 6.8549 -27.1134 -0.563 0.292 -0.071
C 21.4716 7.5486 -26.4148 -0.060 -0.380 -1.077
C 20.6390 8.4536 -27.3333 0.750 0.030 -0.129
O 19.2915 8.1858 -26.9755 -0.166 0.073 0.769
C 19.2544 7.0770 -26.1838 0.122 0.086 -1.048
O 18.2778 6.5731 -25.7432 -0.343 0.129 0.296
O 20.4921 6.5639 -26.0658 0.296 -0.168 0.938
H 22.2362 6.2796 -27.9498 -0.043 -0.086 0.064
H 23.1541 6.1738 -26.4448 0.187 0.103 0.027
H 23.2979 7.6030 -27.5497 0.218 -0.033 0.244
H 21.7770 8.0980 -25.5213 0.020 -0.133 0.137
H 20.7639 8.2123 -28.3899 0.086 -0.067 0.025
H 20.9362 9.4891 -27.1668 -0.527 0.131 -0.066
C 21.0779 0.7742 -26.1837 0.060 0.280 -0.870
C 20.1840 0.3336 -27.3276 -1.325 0.283 0.097
C 18.8228 1.0955 -27.4246 0.594 -0.361 0.121
O 18.7977 1.5950 -28.7624 -0.387 -0.031 0.237
C 19.9841 1.3871 -29.3549 -0.554 0.852 -0.713
O 20.2687 1.8382 -30.4254 0.098 -0.316 0.178
O 20.7679 0.6527 -28.5906 1.389 -0.471 0.240
H 22.1000 0.5247 -26.4699 0.058 -0.162 0.388
H 20.7989 0.3377 -25.2282 -0.004 -0.175 -0.026
H 21.0390 1.8619 -26.1083 0.030 -0.070 0.066
H 19.9708 -0.7358 -27.3470 0.320 -0.066 0.193
H 18.7721 1.9441 -26.7462 -0.102 -0.061 0.061
H 17.9948 0.4072 -27.2716 -0.178 0.211 -0.012
C 19.3095 3.4395 -24.0726 0.729 -0.140 -0.296
C 19.3337 4.7225 -23.2695 -1.180 -0.600 0.424
C 18.0093 5.0141 -22.5452 -0.410 -0.158 0.290
O 18.4175 5.4149 -21.2161 -0.112 0.548 -0.157
C 19.7052 5.1662 -21.0641 0.654 -0.470 0.801
O 20.3328 5.2922 -20.0393 -0.269 0.203 -0.224
O 20.2650 4.6623 -22.1654 0.030 0.107 -0.433
H 20.2505 3.3918 -24.6263 -0.279 -0.012 -0.386
H 18.4385 3.4208 -24.7270 0.246 0.323 -0.278
H 19.2737 2.4814 -23.5446 -0.126 0.408 0.722
H 19.5961 5.5731 -23.8922 0.140 -0.083 -0.097
H 17.3514 4.1599 -22.3738 0.283 -0.257 -0.389
H 17.4051 5.7855 -23.0192 0.254 0.229 0.104
C 24.0960 4.2398 -20.8593 -0.055 -0.255 -0.429
C 23.3762 4.8299 -22.0792 0.849 0.461 1.563
C 24.3220 5.5648 -23.0538 -0.403 -0.534 1.155
O 24.1104 4.8892 -24.2852 -0.248 0.837 -0.198
C 23.1505 3.9325 -24.1395 1.117 -0.287 -1.059
O 22.8037 3.2308 -25.0373 -0.265 0.252 0.217
O 22.7845 3.8338 -22.8804 -0.779 -0.558 0.752
H 23.4073 3.8626 -20.1028 -0.172 -0.141 -0.233
H 24.6822 5.0021 -20.3438 0.074 0.128 -0.242
H 24.7606 3.4415 -21.1958 0.079 -0.019 0.180
H 22.6208 5.4893 -21.6515 -0.363 -0.019 -0.544
H 25.3600 5.4494 -22.7466 0.077 0.037 -0.177
H 24.0326 6.6150 -22.9915 0.208 0.092 -0.964
C 21.4430 8.3210 -22.2769 0.350 0.058 0.954
C 20.3804 9.3742 -22.0846 -0.560 0.049 -1.149
C 20.2240 10.4551 -23.2037 0.840 -0.785 -0.024
O 18.9304 10.2188 -23.7383 -0.416 0.971 0.114
C 18.2650 9.3158 -23.0029 -0.608 -0.685 0.247
O 17.1125 9.0234 -23.0892 0.447 0.348 -0.329
O 19.1052 8.7076 -22.1479 0.307 -0.010 0.616
H 22.4395 8.7547 -22.3850 -0.073 0.097 -0.246
H 21.2153 7.6266 -23.0842 -0.035 0.143 -0.153
H 21.4761 7.7665 -21.3341 0.027 -0.316 -0.206
H 20.4413 9.8449 -21.1047 0.155 0.005 0.005
H 20.8912 10.3564 -24.0631 0.309 -0.263 0.288
H 20.4148 11.4424 -22.7817 -0.752 0.185 -0.152
C 20.2926 1.5422 -19.0715 0.157 0.566 -0.323
C 20.4468 1.4144 -20.5758 0.333 -0.749 -0.098
C 21.8347 0.8395 -20.9814 -1.215 0.649 0.774
O 21.5141 -0.1293 -21.9697 0.247 0.248 -0.670
C 20.1672 -0.2511 -22.0897 0.036 -1.155 0.475
O 19.5960 -0.9557 -22.8650 0.459 0.382 -0.125
O 19.5693 0.4006 -21.0919 -0.659 0.624 0.120
H 19.2817 1.7433 -18.7223 -0.105 0.039 -0.307
H 20.9096 2.3948 -18.7761 0.015 -0.073 0.215
H 20.6477 0.6438 -18.5687 0.041 -0.041 -0.067
H 20.2601 2.3087 -21.1718 -0.148 0.267 0.453
H 22.2389 0.3825 -20.0784 0.508 -0.274 -0.356
H 22.4424 1.6528 -21.3688 0.344 -0.349 -0.194

---

(2)
104
Properties=species:S:1:pos:R:3:forces:R:3 method="wB97M-V/def2-TZVPD" max_force_ha_per_bohr=0.060 total_charge=0 smiles="C[C@H]1COC(=O)O1.C[C@H]1COC(=O)O1.C[C@H]1COC(=O)O1.C[C@H]1COC(=O)O1.C[C@H]1COC(=O)O1.C[C@H]1COC(=O)O1.C[C@H]1COC(=O)O1.C[C@H]1COC(=O)O1" total_energy_ev=-83102.370
C 2.7791 -0.8511 -3.3655 0.224 0.418 -0.230
C 2.2894 -2.0301 -2.5459 2.299 -0.406 -0.325
C 3.2546 -3.2779 -2.5898 -0.290 0.824 0.470
O 3.4457 -3.5706 -1.1987 -0.700 -1.852 -0.325
C 2.9626 -2.6098 -0.4100 2.934 0.890 -0.353
O 3.3513 -2.4496 0.7103 -1.270 -0.212 0.161
O 2.4332 -1.6559 -1.1772 -2.001 0.638 0.276
H 3.8649 -0.8657 -3.4826 -0.037 -0.368 -0.270
H 2.6314 0.1245 -2.8965 -0.659 -0.229 0.252
H 2.2806 -0.8261 -4.3325 0.205 -0.020 -0.159
H 1.3113 -2.3728 -2.8727 -0.460 0.303 0.719
H 4.2786 -3.1010 -2.9148 -0.217 0.372 -0.633
H 2.8000 -4.0790 -3.1673 0.125 -0.360 0.389
C -3.1253 -0.7438 3.1171 -0.073 -1.021 -0.133
C -2.2032 -1.5565 4.0193 -1.856 0.762 -0.337
C -2.7178 -2.9306 4.4499 -0.511 0.662 -0.631
O -1.5533 -3.7090 4.3381 -0.106 -0.454 -0.036
C -0.7115 -3.1342 3.4207 -0.470 -1.216 0.552
O 0.1032 -3.7852 2.8607 0.439 0.791 -0.232
O -1.0233 -1.8345 3.2722 0.449 0.110 0.517
H -3.2590 -1.1643 2.1181 0.245 -0.214 0.056
H -2.6752 0.2397 2.9979 -0.531 0.253 0.202
H -4.1146 -0.8000 3.5796 -0.016 0.762 0.037
H -2.1744 -0.9266 4.9145 1.580 -0.104 0.014
H -3.5257 -3.2442 3.7743 0.355 -0.390 -0.190
H -3.1599 -2.9558 5.4450 0.510 0.005 0.180
C 5.2950 0.4655 1.1331 0.728 -1.170 -0.506
C 6.5068 -0.3828 0.7212 -0.604 -0.124 0.060
C 6.4857 -1.0856 -0.6418 -0.390 0.618 -0.043
O 7.7396 -0.7634 -1.2339 0.066 0.736 0.089
C 8.2439 0.3443 -0.6010 -0.549 -1.465 0.727
O 9.1504 0.9790 -0.9982 0.497 0.633 -0.227
O 7.6097 0.5089 0.5933 0.698 0.236 -0.435
H 4.4308 -0.2007 1.1246 -0.148 0.224 0.296
H 5.1429 1.2875 0.4364 0.013 0.082 0.061
H 5.5647 0.8080 2.1292 -0.542 0.294 0.060
H 6.6646 -1.1399 1.4946 0.458 0.290 0.137
H 5.6927 -0.6092 -1.2299 -0.062 -0.458 -0.244
H 6.4129 -2.1680 -0.5970 -0.286 0.048 0.038
C -3.9120 2.5947 1.4645 0.456 -0.536 0.312
C -5.1810 1.7716 1.8503 2.484 1.271 -0.962
C -6.4915 2.5080 1.5197 -0.356 -1.284 1.699
O -7.1089 1.6120 0.6058 -0.875 0.967 -0.480
C -6.3621 0.5505 0.3499 1.250 -0.374 -1.735
O -6.6109 -0.2734 -0.4789 -0.250 -0.054 0.668
O -5.1652 0.6331 0.9776 -0.929 -0.207 0.907
H -3.0937 2.3574 2.1519 -0.265 0.388 0.445
H -4.0925 3.6674 1.4539 0.103 0.010 -0.045
H -3.4261 2.2508 0.5485 -0.749 0.240 -0.475
H -4.9385 1.4898 2.8732 -1.111 -0.408 0.131
H -6.3310 3.5407 1.2173 -0.115 -0.255 -0.837
H -7.2091 2.5205 2.3440 0.393 0.274 0.300
C 0.2358 1.5663 -5.5597 0.764 0.214 -0.805
C 0.7180 2.5367 -6.6551 -0.264 -0.438 0.414
C 0.4622 2.2093 -8.1007 -0.610 -1.226 -0.633
O -0.8894 2.6626 -8.3209 0.333 0.537 0.567
C -1.0985 3.6889 -7.4167 -0.775 -0.670 -0.197
O -2.0444 4.4143 -7.4075 0.476 -0.277 -0.303
O -0.1429 3.6769 -6.4831 0.965 0.846 0.148
H -0.8112 1.3245 -5.7277 -0.076 0.033 0.270
H 0.4240 2.0963 -4.6282 -0.488 -0.144 0.187
H 0.8271 0.6520 -5.5132 0.022 -0.083 -0.230
H 1.7857 2.7104 -6.5148 -0.182 0.791 0.205
H 0.5637 1.1305 -8.2485 -0.510 -0.005 -0.101
H 1.0781 2.6526 -8.8825 0.339 0.472 0.468
C 1.2913 0.3460 2.0526 0.594 -0.001 0.092
C 0.6299 0.1142 0.7114 -0.036 0.256 -0.178
C -0.8966 0.4536 0.6489 1.781 -1.448 0.728
O -0.9906 1.2285 -0.5215 -1.848 0.215 -0.073
C 0.1771 1.4187 -1.0916 1.658 0.435 -0.697
O 0.3510 1.9155 -2.1747 -0.278 -0.166 0.483
O 1.1805 1.0014 -0.2986 -0.205 0.269 -0.009
H 2.2909 -0.0859 2.1281 -0.085 -0.223 -0.351
H 0.7333 -0.0958 2.8778 -0.234 0.083 -0.123
H 1.4555 1.4141 2.2207 -0.420 0.068 -0.004
H 0.8508 -0.8511 0.2604 -0.330 -0.321 0.685
H -1.1961 0.9595 1.5666 -0.179 0.463 -0.353
H -1.4148 -0.5019 0.5568 -0.398 0.342 -0.139
C -1.1832 2.6126 5.9565 0.023 0.680 -1.156
C 0.2033 1.9865 6.0201 -1.345 -0.916 0.565
C 0.6844 1.7198 7.4311 0.293 0.377 1.120
O 1.3917 0.4768 7.3162 0.379 0.387 0.608
C 0.8790 -0.1755 6.2841 -0.380 -2.157 -1.591
O 1.0535 -1.3193 5.9513 0.343 0.865 0.955
O 0.0552 0.6018 5.5644 -0.043 1.304 -0.045
H -1.8653 2.3717 6.7679 0.316 -0.177 0.216
H -1.6683 2.2952 5.0292 0.081 -0.237 0.036
H -1.1474 3.6963 5.8252 0.203 0.039 0.402
H 0.9501 2.4552 5.3828 -0.052 0.198 0.019
H -0.1074 1.5986 8.1780 -0.442 -0.335 -0.523
H 1.2930 2.4723 7.9341 0.549 -0.032 -0.679
C -1.2706 -1.4849 -4.3285 0.001 -0.090 2.026
C -2.4088 -1.6606 -3.2780 0.527 -0.555 -1.344
C -3.0777 -3.0562 -3.3034 0.753 0.142 0.061
O -2.9295 -3.4729 -1.9388 -1.711 -0.711 -0.089
C -2.3222 -2.5607 -1.1970 0.921 -0.365 0.745
O -2.1206 -2.6520 -0.0169 -0.294 0.250 -0.649
O -1.8237 -1.6009 -1.9866 0.178 0.761 0.369
H -1.5958 -1.0783 -5.2775 0.102 -0.268 -0.154
H -0.7108 -2.4234 -4.3327 -0.439 -0.288 -0.826
H -0.5056 -0.8645 -3.8524 -0.389 0.752 -0.279
H -3.2152 -0.9281 -3.3170 0.341 0.353 -0.190
H -2.5988 -3.8558 -3.8691 0.292 0.406 -0.314
H -4.0894 -2.9483 -3.6936 -0.301 -0.324 0.755

---

(3)
104
Properties=species:S:1:pos:R:3:forces:R:3 method="wB97M-V/def2-TZVPD" max_force_ha_per_bohr=0.211 total_charge=0 smiles="C[C@H]1COC(=O)O1.C[C@H]1COC(=O)O1.C[C@H]1COC(=O)O1.C[C@H]1COC(=O)O1.C[C@H]1COC(=O)O1.C[C@H]1COC(=O)O1.C[C@H]1COC(=O)O1.C[C@H]1COC(=O)O1" total_energy_ev=-83092.177
C 3.4195 0.8293 -5.1769 -0.944 3.146 -2.249
C 1.8727 0.7978 -5.1557 3.572 -0.391 -0.082
C 1.1939 0.6869 -3.8637 -0.501 2.087 3.574
O 0.2632 1.8351 -3.9415 0.077 -0.710 1.812
C 0.6665 2.6221 -4.9006 -1.195 1.985 -2.066
O 0.2710 3.7318 -5.1346 0.060 -0.193 0.706
O 1.4617 1.9770 -5.7433 -0.095 0.844 -0.577
H 3.7869 1.7493 -4.7007 -0.105 -0.434 0.720
H 3.6749 1.1600 -6.2800 -0.253 -1.578 1.880
H 3.8246 -0.0573 -4.7980 0.965 -1.249 0.227
H 1.6783 -0.0031 -5.7382 -1.309 -2.530 -2.243
H 1.9675 0.9862 -3.0382 -1.569 -1.010 -0.999
H 0.4767 -0.1022 -3.5597 1.310 -0.207 -0.550
C 0.5080 0.1873 2.7332 -0.640 4.027 9.279
C 1.5667 0.0464 3.9492 -4.301 -0.314 0.441
C 1.3080 -1.0313 5.0302 -1.892 -2.246 -3.296
O 2.6801 -1.4787 5.2283 -3.281 -0.972 2.645
C 3.4262 -1.0465 4.2510 1.250 -1.194 0.951
O 4.5727 -1.2939 4.1788 1.856 -0.150 -0.622
O 2.7171 -0.3541 3.4440 3.000 0.451 -5.334
H 0.7568 0.9022 2.0800 0.507 3.867 -1.696
H -0.5046 0.1862 3.1420 0.158 0.380 -0.447
H 0.6597 -0.5306 2.1756 1.184 -8.197 -4.891
H 1.8821 0.8138 4.5978 -0.841 2.573 0.241
H 0.4573 -1.8405 4.6394 2.855 1.165 0.727
H 0.7958 -0.6337 5.8479 0.148 0.661 1.865
C -5.1287 -1.7382 4.1743 0.223 -1.056 0.457
C -4.6119 -0.3531 4.4150 0.069 -0.096 -0.279
C -3.3246 0.0439 3.6951 -1.634 -0.517 -2.933
O -3.6638 1.4212 3.3916 3.487 -0.203 -0.266
C -4.9400 1.6923 3.5576 0.216 2.233 -0.861
O -5.4175 2.7455 3.2677 -0.264 0.185 -0.086
O -5.5486 0.6823 4.0485 -1.634 -2.858 1.440
H -5.4385 -2.0686 3.1652 0.483 0.668 0.252
H -5.9455 -2.0274 4.8392 -0.062 0.437 0.012
H -4.2882 -2.3544 4.5341 -0.213 -0.255 -0.435
H -4.3336 -0.2417 5.4317 -0.589 0.145 1.476
H -3.3993 -0.5290 2.6649 1.071 0.994 1.817
H -2.3543 -0.0695 4.2536 -1.217 0.248 -0.671
C 5.4374 -0.3810 0.6323 -1.115 -3.207 2.710
C 4.6150 -1.6044 -0.1145 -0.569 2.788 3.770
C 3.4461 -1.0743 -0.9016 -2.665 -2.475 -1.318
O 3.8837 -1.2456 -2.2240 0.947 0.757 -1.750
C 5.1388 -1.8171 -2.3069 -2.219 -1.691 0.227
O 5.6339 -2.2473 -3.2984 0.212 1.120 0.320
O 5.5315 -2.1190 -1.0504 0.000 -0.711 0.432
H 5.5296 0.4197 -0.0355 0.502 1.130 -1.030
H 6.4173 -0.8201 1.0278 -1.198 0.779 -0.956
H 4.9133 -0.0215 1.6006 0.511 -0.667 -1.708
H 4.0264 -2.2045 0.6860 2.368 -0.318 -1.215
H 3.1171 -0.1080 -0.7034 0.292 2.270 0.301
H 2.3365 -1.5895 -0.8528 2.872 0.243 0.219
C 3.2754 2.6339 1.4423 0.605 -0.611 3.429
C 2.9026 3.7257 2.4975 -1.105 0.199 -5.969
C 3.8817 4.8374 2.4847 -0.333 2.619 2.718
O 3.0312 5.9637 2.0416 4.712 1.435 1.045
C 1.8209 5.6652 1.8867 -5.058 -1.588 -2.268
O 0.9120 6.3276 1.4320 1.298 0.124 0.948
O 1.6063 4.3338 2.0943 1.369 -0.200 0.529
H 3.7335 2.9988 0.5581 0.521 0.726 -0.587
H 2.4672 2.0033 1.1481 -0.817 -0.311 0.031
H 3.9856 1.9893 2.0336 -0.336 0.332 -1.037
H 2.7017 3.5174 3.4385 -0.512 -2.381 4.268
H 4.7105 4.7755 1.8325 0.649 -0.169 -0.885
H 4.3120 5.0654 3.5696 -1.023 -0.224 -2.276
C -0.9672 -4.1132 -1.7641 3.687 -6.088 2.829
C 0.0596 -4.9375 -2.6753 -2.431 -2.009 2.126
C -0.4837 -5.1406 -4.0980 -3.072 -2.931 -1.489
O 0.0423 -4.0627 -4.9763 -2.583 -3.220 1.738
C 0.9603 -3.6354 -4.2296 8.432 6.805 -0.480
O 1.7641 -2.7377 -4.6744 -3.118 -3.355 2.362
O 1.1672 -4.1674 -2.9504 0.517 1.143 -1.938
H -1.9781 -4.5537 -1.7753 0.695 -0.578 1.295
H -1.1515 -3.3063 -2.1990 -1.201 7.358 -4.239
H -0.3240 -3.7438 -0.8712 -1.882 -1.258 -0.703
H 0.3091 -5.9759 -2.0388 -0.319 2.661 -2.173
H -1.6353 -5.0082 -4.1191 1.939 -0.576 -0.110
H -0.1692 -6.1804 -4.5635 -0.698 2.223 0.830
C -4.9735 0.2339 -1.4669 -0.318 5.230 0.505
C -5.2786 -1.1614 -1.5961 -0.036 -1.942 -3.808
C -4.1898 -2.1269 -1.1100 3.277 1.472 -0.941
O -4.8205 -2.9986 -0.2241 -1.267 -0.415 -0.481
C -6.1512 -2.6665 -0.2292 -2.176 -1.975 4.547
O -6.9990 -3.2735 0.4518 2.727 1.738 -2.726
O -6.3366 -1.4740 -0.7746 -1.926 -0.558 0.697
H -4.3037 0.8593 -2.0903 0.910 -1.640 0.387
H -4.9242 0.4867 -0.4157 1.482 -0.367 0.665
H -5.7184 1.0555 -1.5518 -1.460 -1.438 -0.867
H -5.6190 -1.5028 -2.6761 0.832 0.915 1.754
H -3.2990 -1.5653 -0.5999 -1.662 -1.009 -0.683
H -3.7546 -2.6419 -2.0079 -0.342 0.076 0.987
C -2.5624 2.8723 0.3673 1.559 0.611 -0.132
C -1.8201 2.3531 -0.8213 2.959 -1.033 4.247
C -0.2454 2.6001 -0.5842 -3.405 2.754 0.533
O 0.2713 1.3207 -0.5949 4.599 -0.897 0.346
C -0.5932 0.3190 -0.6946 -2.147 3.643 0.511
O -0.5444 -0.8509 -0.6252 1.713 -1.749 -0.094
O -1.7489 0.9463 -0.7415 -4.572 -1.207 -1.804
H -3.5405 2.6820 0.6300 -2.756 -0.720 -0.796
H -2.4941 3.9664 0.2812 0.432 -0.209 0.904
H -2.1062 2.3355 1.1889 0.747 0.903 0.781
H -1.9307 2.9101 -1.6687 -1.613 -0.013 -3.150
H -0.1457 3.2987 0.3199 0.699 -1.796 -0.777
H -0.1213 3.2178 -1.4547 1.923 -0.254 -0.539